No. 1
{
  "formula": "C40H86BNO6PS",
  "method": "ωB97M-V with the def2-TZVPD basis set",
  "symbols": ["C", "O", "B", "O", "C", "C", "C", "O", "O", "C", "C", "P", "S", "N", "C", "O", "C", "C", "C", "O", "H", "H", "H", "H", "H", "H", "H", "H", "H", "H", "H", "H", "H", "H", "H", "H", "C", "C", "C", "C", "C", "C", "H", "H", "H", "H", "H", "H", "H", "H", "H", "H", "H", "H", "H", "H", "C", "C", "C", "C", "C", "C", "H", "H", "H", "H", "H", "H", "H", "H", "H", "H", "H", "H", "H", "H", "C", "C", "C", "C", "C", "C", "H", "H", "H", "H", "H", "H", "H", "H", "H", "H", "H", "H", "H", "H", "C", "C", "C", "C", "C", "C", "H", "H", "H", "H", "H", "H", "H", "H", "H", "H", "H", "H", "H", "H", "C", "C", "C", "C", "C", "C", "H", "H", "H", "H", "H", "H", "H", "H", "H", "H", "H", "H", "H", "H"],
  "positions_angstrom": [[4.99, 5.25, 5.16], [3.80, 4.52, 4.76], [4.08, 3.46, 3.90], [5.44, 3.26, 3.53], [3.00, 2.42, 3.33], [3.08, 1.01, 3.82], [4.20, 0.69, 4.89], [5.25, 0.23, 4.61], [3.85, 1.02, 6.20], [2.15, -0.03, 3.32], [1.17, 0.38, 2.35], [0.01, -0.95, 1.67], [-0.08, -2.41, 2.97], [1.09, 1.71, 1.94], [1.94, 2.71, 2.38], [1.76, 3.97, 1.89], [0.95, 4.75, 2.82], [-0.60, 4.42, 2.81], [-1.15, 4.01, 4.24], [-1.35, 5.59, 2.44], [5.72, 4.64, 5.76], [4.69, 6.11, 5.82], [5.54, 5.71, 4.29], [5.45, 3.29, 2.56], [3.20, 1.75, 6.11], [2.27, -1.07, 3.71], [0.51, -1.50, 0.45], [-1.28, -0.42, 1.35], [0.36, 1.97, 1.27], [1.32, 4.63, 3.89], [1.05, 5.83, 2.53], [-0.89, 3.59, 2.10], [-0.97, 2.91, 4.40], [-0.61, 4.63, 5.01], [-2.25, 4.20, 4.33], [-0.98, 5.97, 1.62], [-1.92, -2.82, 10.31], [-2.09, -2.71, 8.80], [-0.88, -3.21, 8.01], [0.42, -2.44, 8.25], [0.35, -0.94, 7.96], [0.05, -0.62, 6.51], [-1.09, -2.20, 10.67], [-2.83, -2.49, 10.82], [-1.73, -3.85, 10.60], [-2.32, -1.67, 8.53], [-2.97, -3.30, 8.50], [-1.13, -3.19, 6.94], [-0.71, -4.26, 8.25], [1.20, -2.89, 7.63], [0.74, -2.59, 9.28], [1.32, -0.50, 8.22], [-0.38, -0.46, 8.61], [0.80, -1.06, 5.84], [0.05, 0.46, 6.35], [-0.94, -0.99, 6.21], [1.57, -5.15, -3.35], [1.94, -3.81, -3.99], [3.41, -3.44, -3.81], [3.86, -3.25, -2.36], [3.09, -2.20, -1.57], [3.22, -0.79, -2.14], [1.70, -5.13, -2.26], [0.52, -5.38, -3.55], [2.17, -5.96, -3.76], [1.29, -3.02, -3.59], [1.73, -3.87, -5.06], [3.61, -2.53, -4.37], [4.03, -4.22, -4.26], [4.92, -2.98, -2.36], [3.80, -4.21, -1.82], [3.46, -2.19, -0.54], [2.03, -2.47, -1.50], [4.26, -0.48, -2.17], [2.67, -0.08, -1.51], [2.80, -0.72, -3.15], [-5.52, 5.14, -2.04], [-5.60, 4.14, -0.89], [-4.54, 4.36, 0.18], [-3.09, 4.21, -0.29], [-2.74, 2.86, -0.92], [-2.90, 1.69, 0.05], [-4.57, 5.07, -2.58], [-6.33, 4.97, -2.75], [-5.62, 6.17, -1.66], [-5.54, 3.12, -1.29], [-6.59, 4.22, -0.43], [-4.72, 3.66, 1.01], [-4.66, 5.36, 0.60], [-2.43, 4.38, 0.57], [-2.86, 5.00, -1.01], [-1.70, 2.89, -1.26], [-3.35, 2.68, -1.81], [-2.26, 1.82, 0.93], [-2.60, 0.75, -0.45], [-3.93, 1.57, 0.38], [2.16, 1.06, -5.70], [2.02, 2.47, -6.26], [2.39, 3.56, -5.25], [1.52, 3.60, -3.99], [0.02, 3.79, -4.23], [-0.32, 5.11, -4.91], [1.49, 0.88, -4.86], [1.92, 0.32, -6.47], [3.19, 0.88, -5.37], [0.99, 2.62, -6.62], [2.67, 2.57, -7.13], [2.35, 4.53, -5.75], [3.43, 3.42, -4.94], [1.88, 4.42, -3.35], [1.67, 2.69, -3.41], [-0.49, 3.75, -3.26], [-0.37, 2.96, -4.82], [0.03, 5.96, -4.32], [-1.40, 5.20, -5.02], [0.12, 5.17, -5.91], [-3.87, -8.73, -6.40], [-3.50, -7.40, -7.04], [-2.02, -7.03, -6.86], [-1.57, -6.84, -5.41], [-2.34, -5.78, -4.62], [-2.20, -4.38, -5.19], [-3.73, -8.71, -5.32], [-4.91, -8.97, -6.59], [-3.26, -9.55, -6.81], [-4.14, -6.61, -6.64], [-3.71, -7.46, -8.11], [-1.82, -6.12, -7.43], [-1.40, -7.81, -7.32], [-0.50, -6.57, -5.42], [-1.63, -7.79, -4.88], [-1.96, -5.78, -3.59], [-3.40, -6.05, -4.55], [-1.15, -4.07, -5.23], [-2.74, -3.66, -4.57], [-2.62, -4.31, -6.20]],
  "mulliken_charge": [-0.673, -0.592, 0.937, -0.409, 0.803, 0.178, -0.121, -0.421, -0.443, -0.726, 0.177, 0.306, -0.328, 0.479, -0.447, -0.454, -0.650, 1.708, -1.469, -0.620, 0.305, 0.264, 0.286, 0.322, 0.430, 0.733, 0.020, 0.078, 0.012, 0.164, 0.462, -0.810, 0.242, 0.357, 0.430, 0.317, -1.205, -0.362, -0.610, -0.764, -0.492, -0.691, 0.286, 0.377, 0.297, 0.221, 0.388, 0.214, 0.400, 0.335, 0.352, 0.330, 0.293, 0.082, 0.272, 0.324, -0.795, -0.190, -0.929, -0.956, -0.025, -0.724, 0.330, -0.114, 0.311, 0.230, 0.424, 0.263, 0.433, 0.406, 0.337, 0.307, 0.097, 0.361, 0.151, 0.047, -1.103, -0.551, -0.859, 0.370, -0.068, -0.976, 0.210, 0.391, 0.298, 0.240, 0.407, 0.329, 0.478, -0.685, 0.523, -0.014, 0.374, -0.037, 0.435, 0.324, -1.103, -0.440, -0.842, -0.441, 0.392, -1.376, 0.211, 0.426, 0.308, 0.252, 0.378, 0.332, 0.366, 0.408, 0.099, -0.288, 0.305, 0.306, 0.389, 0.339, -1.181, -0.394, -0.839, -0.407, -0.575, -1.030, 0.281, 0.379, 0.291, 0.226, 0.363, 0.328, 0.393, 0.237, 0.359, 0.368, 0.412, 0.133, 0.362, 0.328],
  "charge": 1,
  "lumo_energy_ev": -5.06,
  "homo_ha": -0.4410,
  "spin_multiplicity": 1
}

No. 2
{
  "formula": "C5H6N2",
  "method": "ωB97M-V with the def2-TZVPD basis set",
  "symbols": ["N", "C", "C", "C", "C", "C", "N", "H", "H", "H", "H", "H", "H"],
  "positions_angstrom": [[-2.03, -1.09, 0.87], [-0.96, -0.85, 1.25], [0.33, -0.20, 1.10], [1.02, -0.75, -0.16], [0.53, 0.48, -0.90], [-0.88, 0.90, -0.68], [0.12, 1.22, 0.34], [0.90, -0.11, 2.03], [0.72, -1.73, -0.53], [2.11, -0.73, -0.06], [1.16, 0.95, -1.65], [-1.67, 0.22, -0.32], [-1.35, 1.69, -1.27]],
  "mulliken_charge": [-0.559, 0.301, 0.053, -0.670, -0.099, -0.289, -0.525, 0.382, 0.283, 0.281, 0.345, 0.243, 0.254],
  "de_lowest_kj_mol": 314.3,
  "lumo_energy_ev": 0.92,
  "homo_ha": -0.3591,
  "spin_multiplicity": 1
}

No. 3
{
  "formula": "C3H4BN",
  "method": "ωB97M-V with the def2-TZVPD basis set",
  "symbols": ["B", "C", "C", "C", "N", "H", "H", "H", "H"],
  "positions_angstrom": [[-0.52, -1.26, -0.01], [1.83, 0.13, 0.18], [-0.75, 1.32, 0.15], [0.58, -0.36, 0.30], [2.92, 0.51, 0.07], [-1.53, -1.30, 0.60], [-0.37, -2.01, -0.90], [-0.37, 1.95, -0.63], [-1.78, 1.03, 0.22]],
  "mulliken_charge": [-0.087, 0.511, -0.650, 0.008, -0.392, -0.044, -0.041, 0.350, 0.346],
  "de_lowest_kj_mol": 488.7,
  "lumo_energy_ev": [-1.46, -1.97],
  "homo_ha": [-0.3503, -0.3756],
  "spin_multiplicity": 1
}

No. 4
{
  "formula": "C6H19BeOPS",
  "method": "ωB97M-V with the def2-TZVPD basis set",
  "symbols": ["Be", "H", "H", "P", "C", "H", "H", "H", "C", "H", "H", "H", "C", "H", "H", "H", "C", "O", "H", "H", "C", "S", "C", "H", "H", "H", "H", "H", "H"],
  "positions_angstrom": [[0.47, -0.60, 0.66], [0.84, 1.74, 0.53], [1.01, 1.84, -0.21], [-0.42, -0.44, -1.79], [0.91, -1.44, -2.48], [0.69, -1.66, -3.54], [1.88, -0.94, -2.39], [0.98, -2.39, -1.94], [-1.94, -1.34, -2.09], [-2.80, -0.76, -1.74], [-2.06, -1.52, -3.16], [-1.93, -2.29, -1.55], [-0.51, 1.06, -2.79], [0.43, 1.61, -2.70], [-0.76, 0.80, -3.83], [-1.30, 1.71, -2.39], [2.17, -0.88, 0.40], [3.21, -1.36, 0.25], [-0.45, 0.01, -0.35], [0.40, -1.96, 0.75], [0.67, 0.02, 3.96], [-0.56, 0.11, 2.62], [-0.86, 1.90, 2.74], [1.22, -0.92, 3.88], [0.14, 0.05, 4.93], [1.35, 0.88, 3.89], [-1.69, 2.05, 3.44], [0.04, 2.39, 3.14], [-1.13, 2.31, 1.77]],
  "mulliken_charge": [0.132, -0.042, -0.068, 0.414, -1.313, 0.405, 0.352, 0.326, -1.201, 0.378, 0.363, 0.340, -1.203, 0.344, 0.367, 0.373, 0.231, -0.436, 0.323, -0.305, -0.887, 0.134, -0.878, 0.325, 0.358, 0.236, 0.340, 0.261, 0.331],
  "lumo_energy_ev": [0.43, 0.57],
  "homo_ha": [-0.1585, -0.1678],
  "spin_multiplicity": 1
}

These records have total energy values of -2846.0667; -303.5163; -196.0740; -1069.3022 Ha, in the order they appear.
These records have largest force on an atom values of 3.10; 1.75; 4.95; 3.19 eV Å⁻¹, in the order they appear.